Computed, not measured: a molecular structure, C3H6N2O at a distorted geometry, with the ωB97M-V functional and the def2-TZVPD basis.

Structure (XYZ):
```
12
Properties=species:S:1:pos:R:3:forces:R:3
C -0.961 -1.245 -0.227 0.0588 -0.4536 -0.3034
C 0.603 1.475 -0.205 -2.0291 6.8523 0.4110
C -0.570 1.076 0.312 -1.4830 6.2458 0.5015
O 2.177 -0.144 0.150 0.7320 -1.0921 0.8582
N 0.960 0.233 -0.390 2.4154 -4.0521 -3.2183
N -0.154 -0.163 0.321 -0.7145 -6.8984 1.8164
H 1.879 -0.655 0.923 0.5307 0.2276 0.0952
H 1.044 2.439 -0.438 0.3474 -0.5697 0.0492
H -1.465 1.598 0.644 -0.0464 -0.7033 -0.3001
H -1.890 -1.353 0.343 0.2704 0.1932 0.0413
H -1.213 -1.073 -1.280 0.0035 0.0550 0.0499
H -0.411 -2.189 -0.152 -0.0853 0.1952 -0.0009
```
Positions in Å, forces in eV/Å.

Computed properties:
Energy relative to the best compared isomer or geometry (same formula, charge and spin), kJ/mol: 588.2
Spin multiplicity: 1
Total energy, eV: -8230.60211

***

Computed, not measured: a single C3H6N2O molecule, with the ωB97M-V functional and the def2-TZVPD basis.

Structure (XYZ):
```
12
Properties=species:S:1:pos:R:3:forces:R:3
H -0.313 2.038 -1.940 0.0377 -0.0750 0.0309
N -0.021 1.240 -1.375 -0.4035 -0.0118 0.1180
C -0.990 0.788 -0.696 0.1742 0.0139 -0.0739
C -0.800 -0.397 0.224 -0.0464 0.0062 0.0727
N 0.523 -0.960 0.168 0.2047 0.0511 -0.0367
C 1.509 -0.580 1.036 0.0963 -0.0875 -0.0400
O 2.691 -0.784 0.872 -0.3771 0.0597 0.0725
H -2.010 1.197 -0.725 0.1489 -0.0026 -0.0065
H -1.006 -0.083 1.256 0.0082 -0.0291 -0.1485
H -1.554 -1.159 -0.013 0.0970 0.1185 0.0116
H 0.869 -1.208 -0.751 -0.0261 -0.0076 0.0816
H 1.102 -0.092 1.945 0.0860 -0.0358 -0.0816
```
Positions in Å, forces in eV/Å.

Computed properties:
Energy relative to the best compared isomer or geometry (same formula, charge and spin), kJ/mol: 108.2
Spin multiplicity: 1
SMILES: [H]/N=C/CNC=O
Total energy, eV: -8235.57764

***

Computed, not measured: a single C3H6N2O molecule at a distorted geometry, with the ωB97M-V functional and the def2-TZVPD basis.

Structure (XYZ):
```
12
Properties=species:S:1:pos:R:3:forces:R:3
O 0.194 -1.518 1.567 1.7417 0.0625 0.4260
N 1.298 -0.584 1.423 -0.5142 -1.0725 2.2054
C 1.200 0.116 0.401 -0.2660 1.5022 -2.0657
N 0.270 -0.136 -0.625 1.4662 -1.5846 0.8910
C -1.155 -0.059 -0.410 -0.4752 -0.8413 -2.6332
C -0.406 0.883 -1.281 0.1767 3.0332 1.1165
H 0.543 -2.033 2.330 -0.5571 0.4614 -0.7839
H 1.926 0.996 0.288 -0.9694 -1.5816 -0.0319
H -1.507 0.313 0.497 -0.5517 0.3633 1.3642
H -1.778 -0.799 -0.981 0.7532 0.5125 1.0740
H -0.409 0.935 -2.324 -0.2942 -0.5929 -1.5811
H -0.175 1.886 -0.885 -0.5101 -0.2623 0.0186
```
Positions in Å, forces in eV/Å.

Computed properties:
Energy relative to the best compared isomer or geometry (same formula, charge and spin), kJ/mol: 405.2
Spin multiplicity: 1
SMILES: O/N=C\N1CC1
Total energy, eV: -8232.49902

***

Computed, not measured: a single C3H6N2O molecule at a distorted geometry, with the ωB97M-V functional and the def2-TZVPD basis.

Structure (XYZ):
```
12
Properties=species:S:1:pos:R:3:forces:R:3
N 1.685 0.176 -0.390 -0.1308 -0.1868 0.0306
C 0.536 0.222 0.428 -0.2471 -0.2326 -0.1853
O 0.813 0.362 1.767 -0.0702 -0.3446 0.1024
C -0.768 0.738 0.035 -0.2584 0.3255 0.0659
C -1.192 -0.325 -0.882 -0.0765 -0.0148 -0.4558
N -0.630 -0.730 0.393 -0.1083 -0.3211 -0.0985
H 2.360 -0.477 -0.002 -0.0998 0.0496 -0.0037
H 1.438 -0.126 -1.326 0.1332 0.1865 0.0340
H 0.049 -0.179 2.072 0.7104 0.4519 0.8161
H -1.397 1.372 0.648 0.0330 0.0636 -0.2141
H -0.630 -0.548 -1.786 -0.0683 0.1163 -0.0470
H -2.265 -0.486 -0.958 0.1827 -0.0934 -0.0446
```
Positions in Å, forces in eV/Å.

Computed properties:
Energy relative to the best compared isomer or geometry (same formula, charge and spin), kJ/mol: 312.4
Spin multiplicity: 1
SMILES: N[C@@]1(O)[C@H]2CN21
Total energy, eV: -8233.46067

***

Computed, not measured: 2 unconnected molecules or ions with the total composition C3H6N2O, with the ωB97M-V functional and the def2-TZVPD basis.

Structure (XYZ):
```
12
Properties=species:S:1:pos:R:3:forces:R:3
N 1.303 -1.321 0.150 -0.2223 -0.4318 -0.4375
C 0.850 -2.128 -0.649 0.0632 0.0408 0.0854
N 0.471 -2.859 -1.561 0.1803 0.3072 0.3484
H 0.630 -0.877 0.782 -0.0101 -0.0700 -0.0331
H 0.426 -3.853 -1.372 0.0128 0.0468 0.0079
C -0.103 1.846 -0.037 0.0785 -0.0780 -0.0344
C -1.070 1.203 0.913 0.0304 -0.2558 0.1461
O -0.932 0.105 1.408 -0.0248 0.5124 -0.2024
H 0.694 1.154 -0.320 -0.1227 0.1301 0.0475
H 0.330 2.731 0.445 -0.0867 -0.0985 -0.0455
H -0.635 2.195 -0.929 0.0366 -0.0430 0.1352
H -1.965 1.804 1.171 0.0649 -0.0603 -0.0176
```
Positions in Å, forces in eV/Å.

Computed properties:
Energy relative to the best compared isomer or geometry (same formula, charge and spin), kJ/mol: 160.0
Spin multiplicity: 1
SMILES: N=C=N.CC=O
Total energy, eV: -8235.04042

***

Computed, not measured: a single C3H6N2O molecule, with the ωB97M-V functional and the def2-TZVPD basis.

Structure (XYZ):
```
12
Properties=species:S:1:pos:R:3:forces:R:3
H -2.256 -1.600 1.019 0.0347 0.0651 -0.0520
N -1.656 -0.903 0.579 0.2780 -0.2997 -0.0132
C -0.509 -1.379 0.328 -0.1442 0.1210 -0.0081
C 0.545 -0.532 -0.341 0.0813 -0.0284 0.0397
N 0.091 0.811 -0.586 -0.0860 0.1884 0.0681
C 0.691 1.916 -0.061 -0.0665 0.0571 -0.0470
O 0.217 3.031 -0.070 0.1647 -0.3362 0.0001
H -0.211 -2.415 0.540 -0.0672 0.1332 0.0110
H 1.440 -0.504 0.295 -0.1240 -0.0225 -0.0853
H 0.849 -1.035 -1.272 -0.0588 0.0539 0.1271
H -0.895 0.917 -0.795 0.0916 0.0040 -0.0010
H 1.692 1.692 0.363 -0.1036 0.0641 -0.0393
```
Positions in Å, forces in eV/Å.

Computed properties:
Energy relative to the best compared isomer or geometry (same formula, charge and spin), kJ/mol: 105.8
Spin multiplicity: 1
SMILES: [H]/N=C/CNC=O
Total energy, eV: -8235.60182

***

Computed, not measured: a single C3H6N2O molecule at a distorted geometry, with the ωB97M-V functional and the def2-TZVPD basis.

Structure (XYZ):
```
12
Properties=species:S:1:pos:R:3:forces:R:3
C 1.836 0.184 -0.148 1.1036 2.4678 -1.0962
N 1.339 0.430 -1.311 0.1150 -1.8329 1.1730
O -0.088 0.643 -1.247 -0.1305 1.0648 -0.4280
C -0.718 0.026 -0.223 1.1868 -1.5752 1.6913
C -0.192 -1.099 0.374 -2.2036 0.1331 -0.6812
N -1.735 0.773 0.288 -0.0720 0.3130 -0.1983
H 1.531 0.600 0.813 -0.5874 -0.7038 -0.2063
H 2.885 -0.093 -0.167 0.0906 -0.0488 -0.2737
H -0.660 -1.460 1.279 -0.1546 0.0321 0.0178
H 0.278 -1.851 -0.236 0.5822 0.1942 0.0402
H -2.422 0.301 0.852 0.0026 -0.0110 -0.1815
H -2.056 1.545 -0.276 0.0674 -0.0333 0.1428
```
Positions in Å, forces in eV/Å.

Computed properties:
Energy relative to the best compared isomer or geometry (same formula, charge and spin), kJ/mol: 439.7
Spin multiplicity: 1
SMILES: C=NOC(=C)N
Total energy, eV: -8232.14181

***

Computed, not measured: a molecular structure, C3H6N2O at a distorted geometry, with the ωB97M-V functional and the def2-TZVPD basis.

Structure (XYZ):
```
12
Properties=species:S:1:pos:R:3:forces:R:3
C -1.726 -0.351 0.491 0.3690 -0.6852 -1.1267
C 0.747 0.226 -0.198 -4.2697 -0.8791 3.3032
C -0.555 -0.049 -0.408 -0.2034 0.0486 8.4650
N 1.616 0.361 0.750 4.0925 0.5269 4.1039
N 0.933 0.340 -1.478 2.1960 1.3755 -5.8868
O -0.409 -0.023 -1.676 -0.9618 -0.5987 -7.9455
H 1.337 0.431 1.724 -0.0831 -0.0629 -0.6298
H 2.515 0.798 0.572 -0.5244 -0.0245 -0.0716
H 1.576 -0.301 -1.935 -0.3148 -0.2737 -0.2161
H -1.627 0.132 1.466 -0.0977 0.2774 -0.3089
H -2.677 -0.135 -0.002 -0.0106 0.2879 0.2780
H -1.729 -1.429 0.694 -0.1920 0.0079 0.0353
```
Positions in Å, forces in eV/Å.

Computed properties:
Energy relative to the best compared isomer or geometry (same formula, charge and spin), kJ/mol: 509.3
Spin multiplicity: 1
Total energy, eV: -8231.42003